# 1
{"formula": "C23H39Cl3N6O2SSbSiTc", "method": "wB97M-V/def2-TZVPD", "symbols": ["Tc", "N", "N", "C", "O", "O", "H", "H", "H", "C", "N", "C", "C", "C", "C", "C", "N", "C", "C", "C", "C", "C", "C", "H", "H", "H", "H", "H", "H", "H", "H", "H", "H", "H", "N", "C", "N", "S", "H", "H", "H", "H", "C", "C", "C", "Sb", "C", "C", "C", "C", "C", "C", "H", "H", "H", "H", "H", "H", "H", "H", "H", "H", "H", "H", "H", "H", "H", "H", "H", "H", "H", "H", "H", "Cl", "Si", "Cl", "Cl"], "xyz": [[1.04944, 1.11447, -1.08679], [2.95669, 0.16732, -1.70156], [2.93587, -1.14164, -1.19186], [1.81156, -1.60553, -0.58376], [1.80765, -2.73839, -0.07358], [0.78365, -0.82329, -0.57128], [3.07050, 0.13020, -2.71329], [3.71260, 0.69017, -1.26443], [3.76159, -1.71645, -1.22602], [1.65099, 3.92097, -2.46037], [1.90397, 2.99973, -1.35930], [2.67392, 3.40663, -0.37599], [2.82243, 2.61301, 0.76688], [3.52975, 2.74070, 1.97694], [3.21852, 1.61597, 2.72221], [2.33927, 0.84106, 1.93928], [2.10141, 1.43460, 0.77295], [0.36147, 4.69685, -2.27525], [-0.11845, 5.04335, -1.01814], [-1.28870, 5.78417, -0.89245], [-1.98907, 6.18075, -2.01909], [-1.51627, 5.83649, -3.28137], [-0.35046, 5.09982, -3.40677], [1.59427, 3.35644, -3.39107], [2.48956, 4.61950, -2.55357], [3.17923, 4.36647, -0.46228], [4.17217, 3.55946, 2.25794], [3.57007, 1.36876, 3.70993], [1.88809, -0.11080, 2.18427], [0.39352, 4.71848, -0.12254], [-1.64964, 6.04374, 0.09406], [-2.89867, 6.75818, -1.92000], [-2.05745, 6.14432, -4.16638], [0.01065, 4.82193, -4.38934], [-3.46119, 1.43373, -0.64216], [-2.28777, 1.94495, -1.00200], [-2.19718, 2.64914, -2.11118], [-0.93837, 1.72268, 0.06105], [-4.29980, 1.58446, -1.17854], [-3.49436, 0.81020, 0.14416], [-2.93306, 2.66600, -2.79956], [-1.33751, 3.13829, -2.32375], [0.99421, -5.63493, 1.10169], [0.29455, -4.77346, 2.14487], [1.16641, -4.58363, 3.38373], [-0.23982, -2.83490, 1.38069], [-1.55647, -2.99959, -0.30765], [-0.96202, -3.76148, -1.48383], [-2.90846, -3.57627, 0.10663], [-1.56001, -1.94489, 2.89404], [-0.81453, -0.94749, 3.76730], [-2.25182, -3.03433, 3.70372], [1.24426, -6.60217, 1.54382], [1.92047, -5.16963, 0.76574], [0.37414, -5.82260, 0.22578], [-0.66056, -5.22650, 2.42600], [2.11692, -4.11563, 3.11992], [1.39107, -5.55536, 3.82855], [0.69071, -3.97197, 4.15238], [-1.66940, -1.95008, -0.59214], [-0.90557, -4.83136, -1.27680], [0.03265, -3.41060, -1.75374], [-1.60617, -3.63032, -2.35583], [-2.82287, -4.61392, 0.43649], [-3.57822, -3.56938, -0.75714], [-3.39034, -3.00003, 0.89758], [-2.28648, -1.41565, 2.27079], [-0.00078, -1.42360, 4.31873], [-1.49574, -0.51539, 4.50452], [-0.39703, -0.12782, 3.18035], [-1.54154, -3.58954, 4.31800], [-2.79417, -3.74886, 3.08334], [-2.97367, -2.57640, 4.38613], [1.29908, -0.82749, -4.29038], [0.05606, 0.53402, -3.27396], [-0.39053, 1.92460, -4.77305], [-1.74520, -0.56025, -3.14228]], "lowdin_spin": [1.7341, 0.0005, 0.0096, 0.0353, 0.1465, 0.1089, 0.0006, 0.0018, 0.0002, 0.0116, 0.0104, 0.0224, 0.0082, 0.0202, 0.0077, 0.0343, 0.0018, 0.0004, 0.0005, 0.0001, -0.0002, -0.0001, -0.0001, 0.0011, 0.0009, -0.0002, 0.0009, -0.0001, 0.0096, 0.0003, 0.0000, 0.0000, 0.0000, 0.0000, 0.0054, 0.0108, 0.0082, 0.0297, 0.0001, 0.0005, 0.0003, 0.0007, 0.0020, 0.0648, 0.0063, 0.4311, 0.0294, -0.0004, 0.0161, 0.1457, 0.0093, 0.0328, 0.0009, 0.0010, 0.0000, 0.0103, 0.0024, -0.0001, 0.0003, 0.0008, 0.0001, 0.0007, 0.0000, 0.0005, 0.0037, 0.0008, 0.0033, 0.0017, 0.0006, 0.0026, 0.0013, 0.0012, 0.0109, -0.0055, 0.0072, -0.0001, -0.0046], "spin_multiplicity": 4, "charge": 1, "e_above_lowest_kcal_mol": 0.0, "total_energy_ev": -102536.442, "orbital_gap_ev": [8.1563, 6.5787], "lumo_ha": [-0.0792, -0.1473]}

=====

# 2
{"formula": "C4H12OSi2", "method": "wB97M-V/def2-TZVPD", "symbols": ["C", "C", "Si", "O", "Si", "C", "C", "H", "H", "H", "H", "H", "H", "H", "H", "H", "H", "H", "H"], "xyz": [[-3.03307, 1.49082, -0.40796], [-1.94686, 1.73582, 0.27273], [-0.07721, 2.00675, 0.00755], [0.61895, 0.56962, 0.57006], [0.66490, -1.01887, 0.08466], [1.60428, -1.62746, 1.60291], [1.45649, -1.45077, -1.54541], [-4.05958, 1.33477, -0.01760], [-3.15739, 1.59453, -1.56692], [-2.18258, 1.71098, 1.43575], [0.42136, 3.00904, 0.87190], [0.25828, 2.41328, -1.26479], [-0.61879, -1.70837, -0.20486], [1.85485, -2.61602, 1.68846], [2.48478, -1.15316, 1.70738], [1.07479, -1.40217, 2.49268], [2.51240, -1.20601, -1.75672], [1.28159, -2.53229, -1.54547], [0.84280, -1.15048, -2.42434]], "mulliken_charge": [-0.4272, -0.2123, 0.3177, -0.0869, 0.4152, -1.2562, -0.9646, 0.2409, 0.1778, 0.1646, -0.1548, -0.1418, -0.1397, 0.4457, 0.4128, 0.3087, 0.3128, 0.2871, 0.3003], "spin_multiplicity": 1, "e_above_lowest_kcal_mol": 21.5, "total_energy_ev": -22146.074, "orbital_gap_ev": 11.3544, "smiles": "C=C[SiH2]O[SiH](C)C", "lumo_ha": 0.0346}

=====

# 3
{"formula": "C3H5N2", "method": "wB97M-V/def2-TZVPD", "symbols": ["C", "C", "C", "N", "N", "H", "H", "H", "H", "H"], "xyz": [[-1.15298, 0.24798, 0.47600], [-0.98747, 0.46757, -1.03871], [0.92203, 0.05250, 0.42996], [0.13498, 1.01366, -0.28339], [-0.23730, -0.42645, 1.06827], [-0.84565, -0.50156, -1.39972], [-1.73344, 1.19189, -1.54227], [1.36778, -0.59701, -0.22586], [1.57775, 0.56723, 1.15111], [-0.22523, -1.06589, 1.96443]], "lowdin_spin": [0.7743, 0.2100, 0.0829, 0.5053, 0.3698, 0.0122, 0.0055, 0.0151, 0.0084, 0.0166], "spin_multiplicity": 3, "charge": 1, "e_above_lowest_kcal_mol": 67.3, "total_energy_ev": -6157.698, "orbital_gap_ev": [10.1510, 8.1764], "lumo_ha": [-0.1548, -0.3062]}

=====

# 4
{"formula": "C25H31AuN4O4P", "method": "wB97M-V/def2-TZVPD", "symbols": ["Au", "C", "C", "C", "C", "C", "C", "N", "C", "C", "C", "C", "C", "C", "N", "N", "C", "C", "C", "C", "C", "N", "H", "H", "H", "H", "H", "H", "H", "H", "H", "H", "H", "H", "H", "C", "C", "C", "C", "O", "P", "O", "O", "O", "C", "C", "C", "C", "H", "H", "H", "H", "H", "H", "H", "H", "H", "H", "H", "H", "H", "H", "H", "H", "H", "H"], "xyz": [[0.04007, 0.15187, 1.02616], [2.92058, -4.00483, -1.23745], [3.08334, -4.14788, 0.13333], [2.78028, -3.10602, 0.99459], [2.28468, -1.89055, 0.50221], [2.06817, -1.78108, -0.87729], [2.39850, -2.81590, -1.73298], [1.92334, -0.84381, 1.34470], [2.73936, -0.36789, 2.28456], [4.09866, -0.75660, 2.45617], [4.83200, -0.32253, 3.52760], [4.28803, 0.55736, 4.48296], [3.00953, 1.01664, 4.31411], [2.23730, 0.61981, 3.20434], [1.08019, 1.23700, 2.85884], [0.43542, 1.86304, 3.75667], [-0.64926, 2.66089, 3.36155], [-1.53903, 3.02476, 4.37773], [-2.66554, 3.75202, 4.04822], [-2.86257, 4.12775, 2.72838], [-1.90324, 3.76105, 1.79662], [-0.82237, 3.05589, 2.09758], [3.18584, -4.81108, -1.90998], [3.44390, -5.08722, 0.53692], [2.89744, -3.22955, 2.06413], [1.61921, -0.86796, -1.25043], [2.23871, -2.69920, -2.79852], [4.54291, -1.42050, 1.72696], [5.85695, -0.65739, 3.64026], [4.88805, 0.88490, 5.32242], [2.56813, 1.73652, 4.99091], [-1.33705, 2.69568, 5.38786], [-3.38902, 4.01860, 4.80916], [-3.73434, 4.69498, 2.43226], [-2.00741, 4.03911, 0.75452], [-1.26815, -3.16201, -2.58349], [-2.29224, -2.21992, -1.95724], [-3.50645, -2.07862, -2.87993], [-2.72331, -2.76117, -0.59327], [-1.61166, -0.96062, -1.82503], [-2.20203, 0.30703, -0.97235], [-3.55092, 0.69627, -1.43397], [-2.03509, 0.07165, 0.51386], [-1.03004, 1.35483, -1.34274], [-0.71813, 1.95541, -2.60540], [0.45912, 1.19007, -3.21032], [-0.30396, 3.39199, -2.28637], [-1.89525, 1.96229, -3.57906], [-1.71405, -4.14378, -2.75234], [-0.40715, -3.26842, -1.92347], [-0.92603, -2.75849, -3.53897], [-4.05759, -3.01980, -2.93256], [-3.18492, -1.79954, -3.88599], [-4.15981, -1.29785, -2.49534], [-3.19335, -3.73903, -0.71096], [-3.42813, -2.07341, -0.12669], [-1.85559, -2.85141, 0.06183], [1.32287, 1.25764, -2.54556], [0.72320, 1.60471, -4.18458], [0.18807, 0.13930, -3.31864], [0.39897, 3.38989, -1.45223], [-1.17978, 3.97618, -1.99841], [0.16098, 3.85906, -3.15596], [-2.16808, 0.94513, -3.86059], [-1.62609, 2.53013, -4.47179], [-2.76615, 2.41456, -3.10752]], "mulliken_charge": [0.4115, -0.5307, -0.6080, -0.0925, -0.0326, -0.3665, -0.6746, -0.4317, 0.3850, -0.4423, -0.5725, -0.6957, -0.3169, 0.2674, 0.3832, -0.7659, 0.2714, -0.2547, -0.3713, -0.6243, -0.1327, -0.2280, 0.3650, 0.3602, 0.5113, 0.3339, 0.3852, 0.4877, 0.3503, 0.3429, 0.4409, 0.3991, 0.3592, 0.3793, 0.2779, -1.6571, 1.5415, -1.7513, -1.5663, 0.7005, 0.5617, -0.8782, -0.9124, -0.0266, 1.7530, -1.3774, -1.8067, -1.6732, 0.4319, 0.2769, 0.3612, 0.4441, 0.3377, 0.3875, 0.4771, 0.4077, 0.2583, 0.3224, 0.5127, 0.1008, 0.3330, 0.3752, 0.4063, 0.2029, 0.5029, 0.3837], "spin_multiplicity": 1, "charge": -1, "e_above_lowest_kcal_mol": 13.5, "total_energy_ev": -53564.518, "orbital_gap_ev": 6.2052, "lumo_ha": 0.0777}